(1)
{"formula": "C47H56As2Br2CsF6I2NO3PS4", "method": "wB97M-V/def2-TZVPD", "elements": ["Cs", "C", "C", "S", "C", "C", "S", "C", "C", "S", "H", "H", "H", "H", "H", "H", "H", "H", "H", "H", "H", "H", "Br", "C", "Br", "H", "H", "I", "C", "C", "C", "I", "C", "C", "C", "C", "N", "C", "C", "O", "H", "H", "H", "H", "C", "C", "S", "O", "C", "C", "H", "H", "H", "H", "H", "H", "H", "H", "H", "H", "F", "P", "F", "F", "F", "F", "F", "C", "As", "C", "C", "C", "C", "C", "C", "C", "C", "H", "H", "H", "H", "H", "H", "H", "H", "H", "H", "H", "H", "H", "O", "As", "C", "C", "C", "C", "C", "C", "C", "C", "C", "C", "C", "C", "C", "C", "C", "C", "C", "C", "H", "H", "H", "H", "H", "H", "H", "H", "H", "H", "H", "H", "H", "H", "H"], "xyz": [[0.957, 0.196, -0.679], [-1.027, -2.163, -4.165], [-0.521, -1.197, -5.235], [0.594, 0.100, -4.642], [-0.196, 1.581, -5.298], [-1.607, 1.911, -4.815], [-1.766, 2.001, -3.018], [-3.163, 0.910, -2.684], [-3.092, -0.517, -3.222], [-1.659, -1.450, -2.638], [-0.215, -2.810, -3.843], [-1.784, -2.809, -4.618], [-1.361, -0.717, -5.743], [-0.002, -1.796, -5.985], [-0.212, 1.557, -6.393], [0.482, 2.394, -5.024], [-2.311, 1.169, -5.188], [-1.905, 2.865, -5.257], [-4.093, 1.371, -3.029], [-3.198, 0.889, -1.593], [-3.084, -0.513, -4.312], [-4.018, -1.019, -2.929], [4.265, 0.591, -0.018], [4.027, 1.126, 1.807], [2.648, 0.137, 2.734], [3.714, 2.163, 1.811], [4.956, 0.964, 2.341], [2.298, 5.922, -3.286], [3.410, 4.314, -3.906], [4.435, 4.461, -4.811], [5.173, 3.367, -5.253], [6.677, 3.732, -6.610], [4.906, 2.044, -4.779], [5.593, 0.892, -5.208], [5.240, -0.321, -4.675], [4.229, -0.380, -3.708], [3.573, 0.685, -3.283], [3.894, 1.864, -3.820], [3.060, 3.011, -3.363], [2.119, 2.861, -2.586], [4.678, 5.441, -5.199], [6.377, 0.969, -5.947], [5.724, -1.239, -4.977], [3.950, -1.334, -3.271], [1.456, 6.287, 1.531], [1.291, 4.802, 1.804], [1.494, 3.807, 0.311], [1.307, 2.374, 0.751], [-0.012, 4.256, -0.570], [-1.289, 3.785, 0.097], [1.557, 6.834, 2.468], [0.592, 6.694, 1.007], [2.342, 6.485, 0.928], [0.331, 4.568, 2.267], [2.071, 4.427, 2.470], [0.113, 3.804, -1.554], [0.034, 5.336, -0.712], [-1.209, 2.725, 0.350], [-2.113, 3.885, -0.610], [-1.540, 4.360, 0.990], [2.523, -2.469, -2.094], [2.513, -3.843, -2.973], [2.493, -5.180, -3.854], [0.963, -4.079, -2.554], [4.067, -3.575, -3.381], [2.033, -2.967, -4.265], [2.991, -4.664, -1.664], [0.565, -5.258, 0.869], [1.188, -3.404, 0.872], [2.922, -3.737, 1.720], [0.196, -2.738, 2.463], [0.275, -3.458, 3.760], [-0.692, -4.404, 4.097], [-0.648, -5.064, 5.315], [0.368, -4.792, 6.219], [1.340, -3.856, 5.892], [1.293, -3.195, 4.675], [0.687, -5.729, 1.846], [1.151, -5.789, 0.120], [-0.484, -5.296, 0.572], [2.846, -4.461, 2.532], [3.329, -2.800, 2.102], [3.590, -4.115, 0.948], [-0.846, -2.684, 2.145], [0.538, -1.705, 2.575], [-1.490, -4.615, 3.393], [-1.413, -5.790, 5.561], [0.404, -5.305, 7.170], [2.139, -3.638, 6.589], [2.053, -2.463, 4.431], [-1.293, 0.233, 0.390], [-2.282, 0.141, 1.727], [-3.692, 1.449, 1.663], [-4.699, 1.266, 0.721], [-5.705, 2.209, 0.589], [-5.713, 3.334, 1.402], [-4.720, 3.509, 2.353], [-3.710, 2.565, 2.487], [-3.173, -1.549, 1.785], [-4.004, -1.905, 2.840], [-4.629, -3.141, 2.828], [-4.434, -4.006, 1.758], [-3.620, -3.639, 0.699], [-2.981, -2.406, 0.707], [-1.308, 0.427, 3.350], [-1.267, -0.522, 4.363], [-0.534, -0.268, 5.513], [0.139, 0.935, 5.655], [0.111, 1.874, 4.634], [-0.599, 1.617, 3.473], [-4.711, 0.383, 0.092], [-6.484, 2.060, -0.145], [-6.501, 4.066, 1.297], [-4.730, 4.380, 2.995], [-2.943, 2.707, 3.240], [-4.167, -1.226, 3.670], [-5.268, -3.429, 3.651], [-4.928, -4.969, 1.749], [-3.471, -4.308, -0.138], [-2.333, -2.121, -0.116], [-1.772, -1.474, 4.254], [-0.483, -1.020, 6.289], [0.707, 1.134, 6.555], [0.671, 2.797, 4.726], [-0.561, 2.318, 2.647]], "mulliken_charge": [0.077, -0.291, -1.415, 0.451, -0.753, -1.263, 0.207, 0.295, -1.466, 0.323, -0.412, 0.531, 0.538, 0.665, 0.551, -0.024, 0.387, 0.618, 0.736, -0.908, 0.541, 0.656, -0.033, -0.353, 0.114, -0.062, 0.541, 0.084, -0.144, -0.378, 0.043, 0.135, 1.035, -0.865, -1.081, -0.435, 0.415, -0.171, -0.065, 0.216, 0.366, 0.226, 0.566, 0.420, -1.408, -0.158, 0.257, -0.384, 0.430, -1.147, 0.435, 0.285, 0.331, 0.004, 0.504, -0.641, 0.589, 0.071, 0.765, 0.371, 0.096, 1.438, -0.392, -0.382, -0.380, -0.373, -0.389, -1.265, 0.957, -1.188, 1.601, -0.052, 0.164, -0.746, -0.672, -0.728, 0.002, 0.432, 0.379, 0.272, 0.372, 0.233, 0.393, -1.439, -0.957, 0.398, 0.449, 0.414, 0.453, 0.320, 0.637, -0.070, 0.811, -0.509, -0.777, -0.603, -0.704, -0.024, 0.449, -0.570, -0.860, -0.590, -0.637, -0.270, 0.503, -0.688, -0.601, -1.036, -0.791, 0.432, 0.377, 0.429, 0.408, 0.438, 0.408, 0.467, 0.427, 0.421, 0.532, 0.166, 0.215, 0.452, 0.381, 0.431, 0.020], "gap_ev": [7.55, 5.31], "lumo_energy_ha": [-0.005, -0.087], "spin_multiplicity": 2, "relative_energy_kcal_mol": 18.90}

(2)
{"formula": "C47H56FN4O5P2SW", "method": "wB97M-V/def2-TZVPD", "elements": ["W", "C", "C", "N", "C", "C", "C", "O", "O", "C", "O", "C", "C", "C", "F", "C", "C", "C", "N", "C", "C", "N", "C", "C", "H", "H", "H", "H", "H", "H", "H", "H", "H", "H", "H", "H", "H", "H", "H", "H", "H", "H", "C", "S", "C", "C", "C", "N", "P", "C", "C", "C", "C", "C", "C", "C", "C", "C", "C", "C", "C", "P", "C", "C", "C", "C", "C", "C", "C", "C", "C", "C", "C", "C", "H", "H", "H", "H", "H", "H", "H", "H", "H", "H", "H", "H", "H", "H", "H", "H", "H", "H", "H", "H", "H", "H", "H", "H", "H", "H", "H", "H", "H", "C", "O", "H", "H", "H", "C", "C", "O", "H", "H", "H", "H", "H", "H"], "xyz": [[-2.558, -0.451, 0.753], [2.947, -4.248, 4.828], [2.510, -2.823, 5.148], [1.788, -2.251, 3.998], [0.525, -1.749, 4.222], [-0.324, -1.372, 3.167], [-1.700, -0.973, 3.512], [-2.276, -1.252, 4.555], [-2.210, -0.099, 2.648], [0.196, -1.254, 1.802], [-0.538, -0.774, 0.817], [1.556, -1.609, 1.629], [2.278, -1.325, 0.430], [3.635, -1.595, 0.298], [4.210, -1.264, -0.934], [4.472, -1.840, 1.411], [3.764, -2.271, 2.595], [2.344, -2.115, 2.754], [5.846, -1.562, 1.460], [6.744, -1.873, 0.342], [7.716, -0.788, 0.096], [8.575, -0.500, 1.357], [7.727, -0.401, 2.556], [6.608, -1.384, 2.717], [3.222, -4.812, 5.716], [3.939, -4.149, 4.281], [2.215, -4.757, 4.194], [3.372, -2.143, 5.449], [1.800, -2.731, 5.998], [0.161, -1.538, 5.281], [1.718, -0.998, -0.428], [4.374, -2.416, 3.457], [6.130, -2.057, -0.551], [7.355, -2.834, 0.584], [7.125, 0.096, -0.100], [8.354, -1.035, -0.739], [9.189, 0.342, 1.206], [9.289, -1.232, 1.494], [7.221, 0.578, 2.623], [8.400, -0.567, 3.492], [5.852, -0.970, 3.394], [7.021, -2.335, 3.076], [1.957, 4.615, -4.739], [0.373, 4.842, -4.015], [-0.795, 3.659, -4.624], [-1.823, 3.157, -3.486], [-1.107, 2.074, -2.626], [-1.743, 1.362, -1.528], [-2.424, -0.316, -1.699], [-3.922, -0.512, -2.647], [-4.575, 0.444, -3.504], [-5.848, 0.097, -3.934], [-6.510, -1.124, -3.538], [-5.888, -1.951, -2.615], [-4.528, -1.729, -2.344], [-1.296, -1.353, -2.704], [-0.542, -2.327, -1.980], [0.349, -3.127, -2.693], [0.449, -2.947, -4.120], [-0.323, -2.039, -4.766], [-1.320, -1.301, -4.055], [-2.016, 1.936, 0.035], [-0.587, 2.761, 0.672], [0.000, 2.340, 1.866], [1.199, 2.953, 2.261], [1.829, 3.901, 1.458], [1.173, 4.327, 0.314], [-0.039, 3.833, -0.057], [-3.233, 3.306, 0.095], [-3.202, 4.210, 1.114], [-4.217, 5.227, 1.197], [-5.277, 5.133, 0.253], [-5.308, 4.204, -0.793], [-4.205, 3.352, -0.936], [2.571, 3.973, -4.073], [2.426, 5.635, -4.672], [1.983, 4.242, -5.769], [-0.405, 2.736, -5.073], [-1.394, 4.265, -5.327], [-2.649, 2.699, -4.094], [-2.257, 4.012, -2.898], [-0.154, 2.606, -2.349], [-0.771, 1.381, -3.430], [-4.195, 1.467, -3.570], [-6.455, 0.692, -4.594], [-7.504, -1.229, -3.990], [-6.380, -2.807, -2.161], [-3.931, -2.513, -1.861], [-0.620, -2.463, -0.887], [0.967, -3.844, -2.167], [1.193, -3.512, -4.705], [-0.295, -1.953, -5.856], [-2.051, -0.647, -4.466], [-0.401, 1.444, 2.399], [1.548, 2.791, 3.292], [2.885, 4.229, 1.576], [1.671, 5.025, -0.358], [-0.633, 4.214, -0.842], [-2.364, 4.117, 1.779], [-4.179, 6.116, 1.842], [-6.075, 5.918, 0.175], [-6.227, 4.098, -1.382], [-4.055, 2.677, -1.752], [-5.500, 0.072, 0.342], [-4.462, -0.668, 0.827], [-6.015, 0.792, 1.008], [-6.287, -0.699, 0.111], [-5.347, 0.680, -0.611], [-2.186, -4.631, 2.549], [-2.196, -3.680, 1.380], [-3.049, -2.468, 1.607], [-1.684, -5.500, 2.223], [-3.169, -4.858, 2.976], [-1.616, -4.154, 3.357], [-2.724, -4.158, 0.558], [-1.205, -3.253, 1.151], [-3.982, -2.524, 1.284]], "mulliken_charge": [2.730, -0.954, -0.656, 0.247, -0.194, 0.209, 0.022, -0.657, -0.682, 0.191, -0.396, 0.717, -0.482, -0.179, -0.369, -0.225, -1.203, 0.313, 0.184, -0.527, -0.840, -0.103, -0.931, -0.701, 0.409, 0.312, 0.322, 0.354, 0.423, 0.465, 0.743, 0.442, 0.428, 0.286, 0.393, 0.451, 0.376, 0.436, 0.403, 0.350, 0.476, 0.384, -0.828, -0.048, -0.964, -0.025, -0.546, 0.885, -0.677, 1.077, -0.174, -0.595, -0.704, -0.826, -0.712, 0.174, -0.294, -0.590, -0.734, -0.856, -0.212, 0.614, 0.227, 0.014, -0.670, -0.748, -0.794, -0.665, 0.937, -0.552, -0.881, -0.451, -1.023, -0.480, 0.225, 0.321, 0.343, 0.540, 0.430, 0.093, 0.246, 0.352, 0.245, 0.063, 0.476, 0.409, 0.497, 0.406, 0.493, 0.524, 0.384, 0.426, 0.606, 0.173, 0.477, 0.371, 0.446, 0.779, 0.587, 0.419, 0.353, 0.432, 0.528, -0.390, -0.679, 0.264, 0.319, 0.002, -1.356, 0.443, -0.825, 0.439, 0.363, 0.222, 0.446, -0.166, 0.430], "gap_ev": [5.69, 5.58], "lumo_energy_ha": [-0.287, -0.291], "charge": 3, "spin_multiplicity": 3, "relative_energy_kcal_mol": 58.89}

(3)
{"formula": "C47H57AsCsF6N8O3SSi2Te", "method": "wB97M-V/def2-TZVPD", "elements": ["Cs", "C", "N", "C", "C", "N", "C", "C", "C", "C", "C", "C", "N", "C", "N", "C", "C", "C", "C", "C", "C", "N", "H", "H", "H", "H", "H", "H", "H", "H", "H", "H", "H", "H", "H", "H", "H", "F", "C", "C", "C", "C", "O", "C", "C", "N", "C", "C", "C", "C", "C", "C", "N", "C", "C", "N", "C", "C", "C", "O", "O", "H", "H", "H", "H", "H", "H", "H", "H", "H", "H", "H", "H", "H", "H", "H", "H", "H", "H", "C", "Si", "C", "C", "As", "Si", "C", "C", "C", "H", "H", "H", "H", "H", "H", "H", "H", "H", "H", "H", "H", "H", "H", "H", "H", "H", "H", "F", "C", "C", "F", "C", "F", "C", "S", "C", "F", "C", "F", "C", "Te", "C", "H", "H", "H", "H", "H", "H"], "xyz": [[1.799, -1.780, -1.546], [0.319, 1.576, -4.010], [0.620, 1.798, -2.608], [-0.312, 2.640, -1.864], [-1.738, 2.165, -1.810], [-2.238, 1.415, -0.874], [-3.502, 1.064, -1.329], [-4.436, 0.191, -0.774], [-5.610, -0.025, -1.471], [-5.861, 0.606, -2.700], [-4.942, 1.468, -3.269], [-3.763, 1.677, -2.561], [-2.629, 2.417, -2.828], [-0.759, 0.563, -4.257], [-1.074, -0.371, -3.414], [-2.096, -1.085, -4.031], [-2.841, -2.159, -3.553], [-3.807, -2.692, -4.388], [-4.037, -2.169, -5.669], [-3.317, -1.087, -6.148], [-2.353, -0.557, -5.302], [-1.495, 0.525, -5.414], [0.090, 2.528, -4.504], [1.215, 1.172, -4.492], [0.732, 0.892, -2.162], [0.036, 2.719, -0.836], [-0.282, 3.639, -2.315], [-4.197, -0.347, 0.132], [-6.338, -0.725, -1.080], [-6.782, 0.390, -3.228], [-5.120, 1.924, -4.235], [-2.418, 2.897, -3.684], [-2.669, -2.534, -2.552], [-4.403, -3.528, -4.045], [-4.798, -2.619, -6.296], [-3.501, -0.680, -7.135], [-1.254, 1.008, -6.262], [-1.242, 3.910, 4.121], [0.034, 3.544, 3.814], [0.273, 2.729, 2.743], [1.570, 2.288, 2.506], [1.778, 1.294, 1.417], [0.862, 0.991, 0.676], [3.118, 0.736, 1.348], [4.094, 1.257, 2.102], [3.906, 2.253, 3.052], [5.029, 2.734, 3.801], [6.269, 3.103, 3.050], [5.421, 4.178, 3.665], [2.633, 2.706, 3.320], [2.358, 3.553, 4.404], [1.062, 3.958, 4.659], [0.795, 4.714, 5.852], [-0.072, 5.868, 5.721], [0.068, 6.728, 6.959], [-0.344, 5.884, 8.143], [0.504, 4.640, 8.258], [0.385, 3.870, 6.960], [3.303, -0.470, 0.442], [2.646, -1.462, 0.802], [3.999, -0.345, -0.582], [-0.529, 2.368, 2.110], [5.111, 0.895, 2.031], [5.167, 2.278, 4.778], [6.240, 3.004, 1.974], [7.218, 2.861, 3.506], [4.823, 4.778, 2.992], [5.783, 4.693, 4.545], [3.147, 3.895, 5.059], [-1.131, 5.596, 5.593], [0.214, 6.449, 4.846], [-0.581, 7.602, 6.941], [1.101, 7.022, 7.134], [-1.316, 5.596, 8.002], [-0.314, 6.425, 9.006], [0.151, 4.078, 9.120], [1.525, 4.982, 8.418], [-0.651, 3.507, 6.837], [1.028, 2.993, 7.012], [-3.753, -5.121, 1.505], [-2.099, -4.735, 0.654], [-0.825, -5.773, 1.598], [-2.290, -5.562, -1.039], [-1.594, -2.529, 0.286], [-1.409, -1.887, 2.495], [0.327, -1.978, 3.241], [-2.507, -2.777, 3.763], [-1.926, -0.072, 2.647], [-4.022, -6.172, 1.350], [-4.546, -4.495, 1.088], [-3.714, -4.935, 2.580], [-1.127, -6.825, 1.652], [-0.704, -5.402, 2.620], [0.153, -5.713, 1.115], [-2.537, -6.624, -0.937], [-1.378, -5.479, -1.631], [-3.089, -5.080, -1.609], [0.590, -3.019, 3.450], [0.383, -1.417, 4.184], [1.073, -1.590, 2.545], [-2.202, -3.818, 3.899], [-3.552, -2.773, 3.448], [-2.435, -2.278, 4.737], [-1.490, 0.495, 1.822], [-1.614, 0.354, 3.610], [-3.012, 0.026, 2.563], [6.177, -1.208, -9.144], [5.107, -1.230, -8.326], [4.232, -0.161, -8.278], [4.458, 0.911, -9.060], [3.140, -0.194, -7.434], [2.344, 0.892, -7.450], [2.841, -1.273, -6.591], [1.460, -1.280, -5.541], [3.758, -2.326, -6.676], [3.591, -3.422, -5.918], [4.858, -2.319, -7.512], [5.698, -3.368, -7.542], [1.719, -6.515, -1.846], [2.400, -5.110, -3.300], [0.479, -4.707, -4.116], [1.366, -7.423, -2.329], [0.927, -6.071, -1.250], [2.559, -6.751, -1.195], [0.111, -5.574, -4.658], [0.605, -3.856, -4.786], [-0.204, -4.438, -3.312]], "mulliken_charge": [1.093, -0.957, 0.038, -0.586, 0.376, -0.101, 0.127, -0.302, -0.700, -0.470, -0.954, 0.573, 0.024, -0.067, 0.308, 0.387, 0.061, -0.884, -0.553, -1.249, 0.456, 0.159, 0.461, 0.001, -0.210, -0.264, 0.538, 0.338, 0.412, 0.354, 0.390, 0.298, 0.240, 0.462, 0.394, 0.429, 0.238, -0.404, 0.034, -0.365, 0.873, 0.468, -0.591, 0.125, -0.019, 0.246, -0.325, -0.933, -0.442, -0.035, -0.706, -1.169, 0.326, -0.427, -0.924, -0.161, -0.837, -0.458, -0.224, -0.843, -0.771, 0.662, 0.648, 0.414, 0.350, 0.249, 0.238, 0.309, 0.509, 0.409, 0.463, 0.422, 0.361, 0.405, 0.348, 0.402, 0.356, 0.317, 0.487, -1.146, 0.197, -1.108, -0.691, 0.283, -0.022, -0.691, -1.200, -0.058, 0.371, 0.240, 0.312, 0.360, 0.297, 0.222, 0.351, -0.118, 0.177, 0.302, 0.224, -0.046, 0.273, 0.275, 0.353, -0.647, 0.251, 0.379, -0.332, 0.757, -0.130, -0.331, 0.191, -0.330, -0.077, -0.150, 0.315, -0.160, -0.268, -0.319, -0.682, 0.164, -0.306, 0.333, -0.141, 0.353, 0.470, -0.017, -0.127], "gap_ev": 1.69, "lumo_energy_ha": -0.029, "charge": -1, "relative_energy_kcal_mol": 49.69}

One value per record, in order, for DFT total energy: -404733.1728, -99777.2154, -179303.7170 eV.